[1]
ORCA calculation (ωB97M-V/def2-TZVPD) on a molecular structure, C3H3N3O2 at a distorted geometry.

E: -430.7089 Ha
total charge: 0

```
11
C3H3N3O2 (ωB97M-V/def2-TZVPD)
C -0.569 -0.589 0.417
C -0.482 -1.777 -0.282
C 0.590 1.570 -0.128
H -1.829 1.317 0.273
H -1.073 -2.606 -0.467
H 1.593 1.668 -0.383
N 0.861 -1.761 -0.828
N 1.460 -0.638 -0.355
N 0.584 0.169 0.292
O -1.655 0.135 0.694
O -0.378 2.366 0.153
```

***

[2]
ORCA calculation (ωB97M-V/def2-TZVPD) on a molecular structure, C35H24BrClF6INO4PRuS2 at a distorted geometry.

E: -6867.4707 Ha
total charge: 0
multiplicity: 2

```
77
C35H24BrClF6INO4PRuS2 (ωB97M-V/def2-TZVPD)
Ru -0.504 0.321 -0.456
F -2.120 2.031 -5.258
C -1.989 0.739 -4.967
F -1.920 0.047 -6.098
F -3.059 0.345 -4.287
S -0.449 0.501 -3.979
O -0.837 0.922 -2.637
O 0.517 1.287 -4.671
N -0.236 -1.038 -4.126
S -0.040 -2.127 -3.024
O -0.453 -1.730 -1.683
O 1.184 -2.846 -3.152
C -1.342 -3.336 -3.513
F -1.492 -4.226 -2.528
F -0.997 -3.976 -4.620
F -2.512 -2.727 -3.712
Br -1.773 2.622 1.571
C -3.012 2.774 0.123
C -3.682 3.960 0.061
C -4.791 4.095 -0.796
C -5.246 3.000 -1.468
C -4.570 1.758 -1.388
C -5.145 0.608 -1.984
C -4.519 -0.594 -1.889
C -3.225 -0.661 -1.328
C -2.587 0.432 -0.795
C -3.341 1.646 -0.674
H -3.388 4.776 0.706
H -5.306 5.044 -0.862
H -6.144 3.054 -2.072
H -6.093 0.711 -2.498
H -4.960 -1.486 -2.317
H -2.698 -1.603 -1.393
I -1.869 -0.968 1.627
C -0.956 -0.533 3.455
C -1.846 -0.260 4.455
C -1.418 -0.162 5.792
C -0.116 -0.416 6.090
C 0.824 -0.700 5.069
C 2.148 -1.042 5.427
C 3.061 -1.362 4.472
C 2.707 -1.242 3.116
C 1.455 -0.850 2.704
P 1.408 -0.360 0.918
C 2.305 -1.783 0.219
C 1.622 -2.998 0.192
C 2.240 -4.130 -0.308
C 3.546 -4.060 -0.773
C 4.231 -2.855 -0.738
C 3.611 -1.715 -0.245
C 2.550 1.076 0.849
C 3.549 1.433 1.747
C 4.285 2.590 1.534
C 4.026 3.389 0.425
C 2.996 3.053 -0.436
C 2.226 1.898 -0.240
C 0.437 -0.677 3.697
H -2.898 -0.149 4.224
H -2.135 0.066 6.570
H 0.229 -0.415 7.117
H 2.406 -1.072 6.479
H 4.063 -1.670 4.738
H 3.471 -1.434 2.374
H 0.598 -3.054 0.542
H 1.696 -5.065 -0.349
H 4.024 -4.942 -1.178
H 5.244 -2.794 -1.113
H 4.144 -0.773 -0.244
H 3.761 0.826 2.615
H 5.063 2.865 2.234
H 4.600 4.290 0.255
H 2.768 3.689 -1.285
H 2.489 0.870 -1.705
Cl 2.542 0.092 -2.640
C 0.738 1.996 -0.548
H 0.577 2.319 -1.578
H 0.329 2.708 0.158
```

***

[3]
ORCA calculation (ωB97M-V/def2-TZVPD) on a gas-phase ion, C7H15N4OS2 (charge +1) at a distorted geometry.

E: -1365.9201 Ha
total charge: +1

```
29
C7H15N4OS2 (ωB97M-V/def2-TZVPD)
C -2.817 1.377 -0.410
C -1.554 0.581 -0.087
C 1.835 0.622 1.114
C 1.357 -1.436 -0.231
C 1.469 -0.235 2.346
C 0.640 -1.926 0.976
C 0.842 0.836 -1.187
N -3.587 1.776 0.430
N -0.740 0.436 -1.308
N 1.279 0.084 -0.115
N -0.943 -0.277 -2.334
O 1.378 -1.628 2.119
S -2.892 1.717 -2.304
S -2.047 -1.281 -2.933
H -0.970 1.021 0.710
H -1.767 -0.447 0.191
H 1.460 1.624 1.168
H 2.870 0.564 1.111
H 2.391 -1.674 -0.106
H 1.180 -1.858 -1.187
H 2.098 -0.074 3.181
H 0.464 0.095 2.540
H -0.416 -1.608 1.192
H 0.493 -2.969 0.971
H 0.960 2.030 -1.157
H 1.296 0.634 -2.180
H -4.569 2.163 0.332
H -2.351 2.946 -2.020
H -2.858 -1.440 -1.900
```

***

[4]
ORCA calculation (ωB97M-V/def2-TZVPD) on 6 unconnected molecules or ions with the total composition C30H39BBr2F15NO15 at a distorted geometry.

E: -9020.8710 Ha
SMILES: C/C(Br)=C(\Br)[C@H]1[C@H](CCOC=O)NC(=O)[C@H]1B(O)O.CCOC(=O)C(F)(F)F.CCOC(=O)C(F)(F)F.CCOC(=O)C(F)(F)F.CCOC(=O)C(F)(F)F.CCOC(=O)C(F)(F)F
total charge: 0

```
103
C30H39BBr2F15NO15 (ωB97M-V/def2-TZVPD)
C 0.724 5.406 1.350
C -0.357 4.267 1.195
Br -1.516 4.020 2.762
C -0.484 3.509 0.071
Br 0.841 3.911 -1.338
C -1.576 2.417 -0.096
C -2.379 2.824 -1.399
C -3.938 3.085 -1.357
C -4.564 3.267 0.067
O -4.598 2.097 0.905
C -5.065 0.965 0.263
O -6.150 0.807 -0.197
N -1.949 1.949 -2.531
C -0.839 1.109 -2.105
O 0.063 0.697 -2.769
C -1.135 0.955 -0.573
B -0.194 0.060 0.377
O 0.947 0.483 1.041
O -0.608 -1.303 0.591
H 1.735 4.984 1.605
H 0.765 6.049 0.438
H 0.404 6.062 2.208
H -2.103 2.193 0.859
H -1.970 3.839 -1.673
H -4.110 4.062 -1.901
H -4.442 2.310 -2.002
H -3.920 4.021 0.611
H -5.571 3.768 -0.030
H -4.312 0.130 0.121
H -1.696 2.437 -3.391
H -2.133 0.418 -0.559
H 0.961 -0.071 1.909
H -1.542 -1.292 0.871
C -8.014 2.660 -2.263
C -7.639 1.435 -3.074
O -8.447 1.344 -4.261
C -8.077 2.125 -5.280
O -7.145 2.874 -5.261
C -8.990 1.893 -6.484
F -10.290 1.881 -6.143
F -8.733 0.712 -7.078
F -8.846 2.837 -7.422
H -9.083 2.660 -2.040
H -7.457 2.686 -1.326
H -7.805 3.579 -2.815
H -7.838 0.536 -2.490
H -6.577 1.427 -3.327
C 5.093 -1.572 6.590
C 4.809 -2.150 5.220
O 3.600 -1.597 4.667
C 3.709 -0.384 4.120
O 4.717 0.253 4.068
C 2.367 0.056 3.536
F 1.343 -0.162 4.377
F 2.072 -0.625 2.384
F 2.340 1.351 3.235
H 4.234 -1.711 7.250
H 5.963 -2.051 7.035
H 5.280 -0.498 6.536
H 4.649 -3.225 5.305
H 5.647 -2.002 4.537
C 7.107 -7.412 7.439
C 8.468 -7.090 6.857
O 8.412 -5.907 6.041
C 8.425 -4.743 6.697
O 8.476 -4.630 7.885
C 8.407 -3.577 5.708
F 7.487 -3.739 4.737
F 9.591 -3.430 5.089
F 8.137 -2.403 6.297
H 6.361 -7.492 6.645
H 7.137 -8.351 7.993
H 6.769 -6.624 8.114
H 8.790 -7.902 6.205
H 9.225 -6.983 7.636
C -4.714 -5.390 -0.842
C -3.386 -5.041 -1.484
O -3.520 -3.906 -2.357
C -3.538 -2.712 -1.765
O -3.457 -2.535 -0.582
C -3.637 -1.601 -2.808
F -4.577 -1.847 -3.737
F -2.481 -1.435 -3.469
F -3.942 -0.420 -2.254
H -5.479 -5.544 -1.606
H -4.625 -6.296 -0.242
H -5.066 -4.583 -0.198
H -3.048 -5.872 -2.103
H -2.611 -4.861 -0.736
C 2.455 2.333 -4.595
C 3.872 2.163 -4.089
O 4.814 2.176 -5.177
C 5.139 3.381 -5.654
O 4.703 4.416 -5.246
C 6.176 3.246 -6.769
F 5.853 2.287 -7.654
F 7.389 2.929 -6.279
F 6.325 4.379 -7.467
H 2.225 1.578 -5.350
H 1.740 2.245 -3.777
H 2.319 3.307 -5.069
H 3.973 1.193 -3.602
H 4.130 2.923 -3.348
```

***

> Among the records above, which one has the highest E?

C3H3N3O2